Molecular formula: C5H11O3
Method: DFT, ωB97M-V/def2-TZVPD

XYZ file:
```
19
Properties=species:S:1:pos:R:3:forces:R:3
C 1.9573 -0.9191 0.7604 0.6 1.3 0.7
C 2.5858 -0.0269 -0.3242 -0.3 0.2 0.5
O 1.4659 -0.0999 1.8045 0.7 0.4 0.1
H 1.1992 -1.5860 0.3582 -0.1 -0.1 0.0
H 2.7690 -1.4410 1.2437 0.2 -1.0 -0.2
H 1.8903 0.8013 -0.4448 -0.2 -0.1 -0.7
H 0.4919 -0.1341 1.8865 -0.7 -0.5 -0.4
H 2.7960 -0.5945 -1.2363 -0.1 0.3 -0.1
H 3.4919 0.4856 0.0288 0.0 -0.5 0.0
C -1.3035 0.4453 -0.3268 0.0 -0.5 -0.2
C -2.3097 0.6712 -1.4500 0.9 1.1 -0.2
C -1.9400 -0.1897 0.9331 0.7 0.2 -0.2
O -3.1765 -0.2068 0.9687 -0.1 -0.2 0.4
O -1.0952 -0.6219 1.7792 -0.7 0.1 0.0
H -0.5308 -0.2387 -0.6857 0.1 -0.1 0.1
H -0.7451 1.3378 -0.0381 -0.2 0.2 0.0
H -2.5960 -0.2843 -1.8964 -0.5 0.3 0.3
H -1.8410 1.2647 -2.2435 0.3 -0.2 -0.2
H -3.1097 1.3372 -1.1171 -0.4 -0.8 0.1
```
Forces are in eV/Å.

Calculated values
Relative energy (zero: lowest compared OMol25 entry of this formula, charge and spin) in kcal/mol: 13.0
Net charge: -1
Max |F| in eV/Å: 1.61
Kohn-Sham gap in eV: 8.4
Highest occupied orbital energy in eV: -4.535
E_tot in Ha: -422.8929